[1]
This record from the Open Molecules 2025 dataset describes an isolated molecule of C30H36FNO. The level of theory is ωB97M-V/def2-TZVPD.

Results
E_LUMO: 0.6 eV
Relative energy (zero: lowest compared OMol25 entry of this formula, charge and spin): 2.7 kcal/mol
SMILES: CCCCCC/C=C/c1ccc([C@H]2[C@H]3C=CC[C@@H](C)[C@@H]3C(=O)N2Cc2ccccc2)c(F)c1
Gap between HOMO and LUMO: 8.887 eV

```
! RIJCOSX wB97M-V def2-TZVPD def2/J DEFGRID3
* xyz 0 1
H 0.259 -3.757 -1.661
C 5.317 0.956 1.436
H 4.861 0.074 -0.983
N 2.815 -1.364 0.067
H 6.422 2.764 0.968
C 5.476 0.773 2.942
C 4.660 2.824 -0.218
C -0.748 0.172 -2.265
C -1.561 -2.941 -0.888
H -8.201 -0.103 0.070
H -0.717 2.471 0.198
C -8.365 -0.544 1.050
C 0.033 -1.651 0.965
H 3.030 -0.899 -1.954
C 0.555 -0.253 -2.140
C 1.424 0.240 -1.171
H -1.373 -0.272 -3.025
H 3.468 2.300 -1.878
C 0.926 1.248 -0.353
C -4.805 2.522 -0.733
H 6.448 1.136 3.270
H -3.178 1.077 -2.343
F 0.995 -1.203 -2.999
H -1.783 -0.820 1.726
C -2.657 1.502 -1.494
H -5.146 2.452 1.396
H 5.386 -0.279 3.196
H -7.720 1.208 2.119
C -3.343 2.246 -0.630
C -2.137 -2.108 0.054
O 3.736 -1.723 2.117
H 3.198 1.040 1.381
H 1.567 1.699 0.386
H 0.658 -1.156 1.694
H -2.180 -3.451 -1.612
H -5.811 -1.165 1.939
H -4.377 0.205 0.555
C -5.436 0.471 0.607
C -1.337 -1.466 0.984
C -0.376 1.690 -0.462
C 5.379 2.449 1.049
H 6.126 0.417 0.932
C 3.944 0.542 -0.596
H -6.605 2.278 0.416
H 4.720 3.873 -0.477
H -5.473 0.362 2.749
C 3.544 -1.014 1.155
C -6.007 -0.090 1.910
C 2.791 -0.382 -1.015
H -5.210 2.066 -1.638
C 2.120 -2.625 -0.037
H -7.781 -0.257 3.091
C -7.507 0.137 2.109
H 4.939 3.043 1.859
C 0.621 -2.467 0.006
H 2.458 -3.224 0.816
H -3.207 -1.962 0.066
C -1.252 1.140 -1.398
H -5.931 0.005 -0.246
H -8.129 -1.604 0.994
H -9.419 -0.439 1.294
C -5.556 1.989 0.494
H -4.962 3.603 -0.797
C -0.188 -3.118 -0.914
H 4.702 1.320 3.477
H 2.416 -3.128 -0.965
H -2.861 2.669 0.241
C 3.974 1.984 -0.978
C 3.984 0.423 0.928
*
```

[2]
This record from the Open Molecules 2025 dataset describes a structure of composition C30H36O2P2S2Yb in a non-equilibrium geometry. The level of theory is ωB97M-V/def2-TZVPD.

Results
E_LUMO (alpha / beta): -8.9 / -10.6 eV
Relative energy (zero: lowest compared OMol25 entry of this formula, charge and spin): 36.8 kcal/mol
Gap between HOMO and LUMO (alpha / beta): 6.747 / 5.031 eV

```
! RIJCOSX wB97M-V def2-TZVPD def2/J DEFGRID3
* xyz 3 2
C -1.655 2.066 -2.421
C 0.379 0.974 -3.090
H -4.046 -0.479 -1.538
C -0.932 -2.884 2.758
H -4.669 -2.115 2.119
C 0.359 -0.841 4.701
O 2.685 -1.298 -1.515
C 0.973 6.623 -0.891
C -2.744 -3.802 -2.785
C 0.755 6.074 0.361
C 1.037 5.811 -1.990
H 0.351 1.858 2.421
C -1.515 1.040 -4.586
H -4.886 -1.803 -2.348
H -1.330 1.380 2.793
C -3.202 -3.613 2.411
H -2.368 -3.423 -3.712
C -1.318 -1.584 2.364
H -2.021 0.805 -5.507
C -2.676 -1.259 2.242
H 3.707 -3.781 -1.232
C 1.136 -1.199 5.792
H 5.271 -0.220 -1.019
Yb 0.553 -0.876 -1.335
H 4.993 -3.803 -2.468
H -3.555 -0.889 -3.175
H 5.086 -1.773 -0.253
S 3.970 -1.679 -2.319
C -2.172 1.873 -3.690
H 3.135 -1.163 6.608
C 2.339 -0.316 3.447
H -1.474 2.818 0.829
H 0.686 -1.603 6.679
C -0.246 0.611 -4.300
H 1.069 7.682 -0.983
C -0.514 1.286 2.062
H -2.241 2.656 -1.713
H -2.984 -0.188 2.020
C -3.948 -1.292 -2.252
H 0.297 -0.065 -4.938
H 1.447 0.755 -2.944
C -1.850 -3.907 2.664
H 6.256 -1.613 -1.548
H 0.872 3.753 -2.747
C 2.517 -0.970 5.756
H 2.835 0.009 2.529
P 0.430 2.040 -0.483
C 0.943 -0.508 3.465
H -1.501 -4.919 2.774
H 0.319 4.319 1.521
C 0.481 4.726 0.510
H -2.089 -4.540 -2.363
C 3.978 -3.462 -2.225
H 4.159 -0.346 4.568
H 1.209 6.224 -2.971
H -0.731 -0.863 4.728
H 3.310 -3.836 -3.002
O -1.357 -1.792 -1.907
C 0.817 4.426 -1.866
H -1.748 1.163 0.271
C -0.994 1.818 0.709
H 0.111 -3.067 3.031
C 5.283 -1.286 -1.188
H -3.046 2.422 -3.973
C 3.100 -0.527 4.588
C -0.350 1.621 -2.070
H -3.899 -4.414 2.270
S -2.713 -2.430 -1.553
C 0.540 3.842 -0.619
H -3.767 -4.171 -2.854
H 0.715 6.715 1.223
P 0.048 -0.492 1.911
C -3.609 -2.300 2.251
*
```

[3]
This record from the Open Molecules 2025 dataset describes a structure of composition C30H37As2AuCl3F6N4OPS2 in a non-equilibrium geometry. The level of theory is ωB97M-V/def2-TZVPD.

Results
E_LUMO (alpha / beta): -12.1 / -12.2 eV
Gap between HOMO and LUMO (alpha / beta): 1.970 / 1.927 eV

```
! RIJCOSX wB97M-V def2-TZVPD def2/J DEFGRID3
* xyz 3 2
H -2.278 -1.777 -4.756
C 0.588 -0.887 2.883
H 3.583 0.060 1.949
H -0.787 -0.922 -5.207
H 2.355 0.736 5.311
H -6.876 0.245 -4.441
H -4.580 2.081 1.409
C -0.664 -5.348 -1.753
H -2.358 -0.302 -5.783
H 0.566 -4.660 -0.113
C -0.491 -4.735 -0.369
F 1.866 -1.750 -3.793
O 2.810 1.295 3.407
C -4.790 0.349 -3.987
C -6.530 1.166 -2.542
H 2.232 4.255 2.069
C 5.955 -0.407 2.809
C -3.193 3.986 -0.662
N 2.682 2.443 1.021
C -5.570 1.586 -1.636
H -2.882 1.921 1.910
C -4.220 1.382 -1.903
H 7.762 -1.523 3.063
Au -0.847 1.082 -1.050
H -5.871 2.070 -0.710
Cl 4.782 2.863 4.805
C 3.859 0.952 2.534
As -2.990 2.053 -0.578
C 3.986 2.139 1.543
H -2.709 4.387 -1.556
Cl 9.150 -0.194 5.157
C 1.891 3.482 1.411
H -4.263 4.227 -0.705
H -0.126 1.054 5.483
H 2.321 0.790 -0.291
H -7.577 1.310 -2.328
C -2.022 -3.023 -1.167
F -0.239 -1.833 -2.866
S -2.663 -1.417 -1.050
H -2.757 4.450 0.227
H 7.258 1.884 5.627
F 0.561 -0.988 -0.907
C 0.686 3.302 0.801
H -0.195 3.913 0.837
C -6.134 0.563 -3.724
F 0.900 0.140 -2.874
F 1.494 -2.872 -1.798
H -2.360 0.258 4.401
C -1.300 2.028 -4.239
C -3.814 0.757 -3.082
H -0.995 -5.343 0.389
C -1.844 -0.796 -4.955
C -3.631 1.582 1.188
F 2.662 -0.877 -1.783
H -1.351 2.883 -3.560
H 4.364 3.015 2.072
C 1.957 1.669 0.202
H -0.025 -4.819 -2.459
H -4.505 -0.132 -4.916
N -2.548 -3.847 -2.052
C 0.946 -0.082 3.947
H 5.599 -1.043 2.011
S -1.137 -1.006 2.706
H -0.269 1.878 -4.559
H -1.926 2.218 -5.115
N -1.070 -3.403 -0.343
C 6.894 1.235 4.846
H -2.216 -5.516 -3.241
H -0.663 -2.708 0.267
H -2.763 -5.872 -1.595
P 1.287 -1.404 -2.383
H -0.367 -6.395 -1.744
H 3.019 -0.575 4.306
C 2.355 0.294 4.311
C 5.666 1.496 4.260
H -3.333 -3.531 -2.604
N 0.745 2.165 0.055
C -1.369 0.022 4.064
C 7.174 -0.681 3.393
C 5.175 0.673 3.224
H -3.747 0.499 1.264
C 7.653 0.145 4.424
Cl 1.617 -1.760 1.843
C -0.190 0.426 4.613
H 4.673 1.867 0.740
As -1.922 0.376 -3.409
C -2.115 -5.225 -2.195
*
```

[4]
This record from the Open Molecules 2025 dataset describes a structure of composition C30H37BrF10O4P2PdSi in a non-equilibrium geometry. The level of theory is ωB97M-V/def2-TZVPD.

Results
E_LUMO (alpha / beta): -6.9 / -6.7 eV
Relative energy (zero: lowest compared OMol25 entry of this formula, charge and spin): 0.0 kcal/mol
Gap between HOMO and LUMO (alpha / beta): 5.071 / 5.190 eV

```
! RIJCOSX wB97M-V def2-TZVPD def2/J DEFGRID3
* xyz 1 2
C -4.728 -1.031 2.775
C -0.417 -3.139 3.867
P 0.131 0.753 2.647
C -6.095 -1.669 2.513
F -0.919 -0.895 -1.568
H -5.648 -2.786 -1.289
H -3.585 -0.345 4.488
C -0.247 -0.720 3.690
F 1.225 1.093 -2.998
O -4.599 1.886 0.005
C 4.141 1.069 2.066
H -2.589 0.940 3.527
C -5.108 3.924 1.160
C -6.356 -0.177 -1.772
C 2.785 0.879 1.847
F -0.311 -4.330 3.300
C -4.897 3.834 -1.317
C -3.615 -2.011 2.390
C 1.900 0.977 2.920
H -2.652 -1.490 2.403
H -4.017 0.997 -2.479
H -6.224 -1.801 1.439
H -2.837 5.017 4.787
H -4.366 3.402 -2.167
Si -3.954 0.517 0.584
C 3.716 1.432 4.411
H 2.419 0.666 0.849
C -4.047 -0.067 -2.721
C -2.254 4.195 4.394
H -2.460 3.243 1.053
O -4.419 -0.687 -0.412
H 4.835 1.001 1.240
H -4.788 4.919 -1.347
H -6.295 0.873 -1.493
H -4.898 4.993 1.212
C -0.587 -0.655 5.038
H -4.405 -0.188 -3.743
C -4.949 -0.799 -1.730
H -6.889 -1.022 2.886
H 0.849 3.508 3.225
H -4.044 -2.731 -2.040
F -0.440 1.334 -1.433
C -0.187 3.360 3.501
H -6.158 -2.639 3.008
F -0.630 0.508 5.679
H -3.783 -2.397 1.385
C -0.778 2.101 3.370
H -6.779 -0.268 -2.772
H -7.004 -0.695 -1.062
C -4.343 3.290 -0.002
C 4.604 1.349 3.343
H -6.178 3.778 1.016
F 1.222 -0.198 -1.096
O -4.662 0.188 2.036
H -5.297 0.128 4.508
F -0.936 0.411 -3.479
C -0.798 -3.042 5.198
C -5.040 -2.285 -2.045
C -4.604 -0.675 4.258
C 2.361 1.251 4.207
C -2.848 3.585 0.094
H -4.836 -1.545 4.873
H -3.034 -0.466 -2.649
C -0.934 4.405 4.011
F -1.073 -4.122 5.887
F -1.215 -1.665 7.049
H -3.861 2.776 4.573
H 5.660 1.509 3.509
H 4.081 1.642 5.407
C -0.873 -1.790 5.785
Br 0.385 -2.260 1.333
C -0.159 -1.996 3.139
H -2.318 3.047 -0.694
H -5.496 -2.449 -3.021
H -4.818 3.446 2.093
H 1.669 1.336 5.036
H -5.955 3.585 -1.404
C -2.123 1.902 3.704
H -2.659 4.653 -0.012
H -3.583 -2.845 3.093
P 0.164 0.102 -2.408
Pd -0.440 0.000 0.475
O -2.369 0.562 0.842
H -0.485 5.383 4.112
F 0.728 -1.163 -3.139
C -2.840 2.940 4.260
*
```

[5]
This record from the Open Molecules 2025 dataset describes a structure of composition C30H37FIrNO4SSbSe2Si2. The level of theory is ωB97M-V/def2-TZVPD.

Results
E_LUMO (alpha / beta): -0.9 / -1.0 eV
Relative energy (zero: lowest compared OMol25 entry of this formula, charge and spin): 0.0 kcal/mol
Gap between HOMO and LUMO (alpha / beta): 6.695 / 6.414 eV

```
! RIJCOSX wB97M-V def2-TZVPD def2/J DEFGRID3
* xyz 0 2
C 0.324 -3.225 4.339
C 0.843 -2.393 -5.864
H 2.506 -1.357 -5.001
H -2.144 -2.897 -4.350
H 1.073 -4.005 4.381
C 6.371 -1.880 -3.165
C 2.386 1.219 3.582
C 1.478 -1.673 -4.862
H 2.215 4.784 -1.149
C -0.855 -3.300 5.068
H -2.854 2.705 1.628
H 6.789 0.086 -3.914
C 2.112 3.587 -4.319
H 1.371 -2.617 -6.782
H -4.570 4.741 -1.814
C 2.010 2.231 -4.045
C 3.813 -0.924 -2.647
H 2.934 1.225 2.636
O -1.107 1.777 -3.582
C -1.795 5.310 -0.091
H 2.556 0.248 4.053
C -0.365 -1.077 3.432
H 0.114 2.803 5.328
H -0.719 3.315 2.224
H 2.810 1.989 4.231
H -4.357 3.535 1.191
C 4.144 -2.241 -2.336
Se -2.193 -1.274 0.552
O -2.996 0.741 -1.856
H 0.987 3.743 2.395
Si -2.670 3.750 -0.601
C 2.072 2.713 -1.679
H 2.049 2.372 -0.650
H -0.085 1.081 5.664
H -1.060 5.106 0.689
H -3.220 4.416 -2.910
H -1.043 -4.160 5.697
H 2.257 5.560 -3.496
H 4.526 0.943 -3.448
C 1.995 1.802 -2.723
H -2.267 -0.380 4.080
C -3.783 4.024 -2.061
C 0.792 -1.371 -3.689
Ir -0.254 -0.073 0.669
H 5.674 -3.739 -2.348
C -1.784 -2.274 4.987
H 7.367 -2.253 -3.366
H -1.354 1.968 4.811
C -3.543 2.915 0.808
C 5.420 -2.717 -2.594
F 1.700 -2.049 2.848
Sb 1.844 -0.237 -2.265
H -3.957 1.962 0.471
H -1.276 5.753 -0.943
H 0.458 2.689 1.078
C 2.165 4.069 -1.961
H 3.409 -2.901 -1.887
C 0.300 2.935 2.130
C 6.047 -0.567 -3.473
O -1.380 2.741 -1.088
C -1.539 -1.177 4.174
C 0.547 -2.123 3.542
H -2.505 6.045 0.295
C -0.461 -2.828 -5.682
H -0.955 -3.394 -6.461
Si 0.559 1.494 3.297
H 2.114 3.929 -5.346
H -1.040 -1.609 -2.578
C 4.769 -0.087 -3.213
H -4.257 3.089 -2.365
C 2.188 4.503 -3.278
C -0.274 1.863 4.926
C -1.131 -2.548 -4.499
H 1.915 1.523 -4.860
N -0.131 0.035 2.590
C -0.511 -1.815 -3.498
S 1.772 -0.752 0.038
H -2.706 -2.330 5.550
Se -1.544 1.368 -2.103
O -0.352 0.371 -1.450
*
```

[6]
This record from the Open Molecules 2025 dataset describes a structure of composition C30H38BF4N4ORh in a non-equilibrium geometry. The level of theory is ωB97M-V/def2-TZVPD.

Results
E_LUMO (alpha / beta): -9.1 / -9.1 eV
Gap between HOMO and LUMO (alpha / beta): 4.899 / 4.905 eV

```
! RIJCOSX wB97M-V def2-TZVPD def2/J DEFGRID3
* xyz 2 1
C -5.937 0.200 -2.438
H -2.631 -0.294 4.856
H -1.923 0.886 3.756
H -5.899 1.054 -3.117
H -8.028 -0.177 -2.880
C -4.458 -1.881 -0.178
H -5.454 -2.295 -0.307
H 2.330 3.046 0.468
C -4.257 -1.628 -2.694
C -1.514 3.322 -1.247
H 0.342 -3.957 5.139
H -1.240 -2.174 5.770
H -6.526 -0.557 -4.788
C -1.533 4.082 -2.374
H -6.045 -3.480 -4.001
H -3.294 3.271 -0.041
H -0.426 5.363 -3.710
C 0.970 -1.789 2.616
C -1.698 0.186 4.564
N -5.319 -0.950 -3.128
C 0.807 4.710 -2.086
N -0.229 2.471 0.622
H -5.080 -1.509 -5.131
H 1.809 2.501 4.075
H 1.688 5.228 -2.450
C -6.691 -2.663 -4.328
C -0.600 -2.052 4.903
F -0.102 0.448 -1.710
F 1.590 1.784 -2.595
H -7.527 -2.566 -3.630
H 2.965 3.427 -1.110
C 0.450 4.169 2.236
B 1.383 0.659 -1.849
C -2.517 -0.868 -1.097
C 0.224 2.772 1.773
H 1.062 -1.417 0.502
C -0.681 -0.870 4.170
C -3.770 -1.394 -1.279
C 1.745 -1.671 1.315
C -7.376 -0.047 -2.014
C 0.889 1.909 4.120
F 1.966 -0.487 -2.268
C -2.772 2.642 -0.770
H -4.366 -2.259 1.952
C 0.272 -3.058 4.538
H -7.751 0.807 -1.445
Rh -0.314 0.333 0.349
C -5.899 -1.374 -4.433
H 1.497 4.312 2.515
H 2.514 -0.900 1.321
H 1.682 -3.746 3.068
H -3.446 2.468 -1.607
H 0.149 2.496 4.673
H -1.933 -0.499 -1.929
C 2.282 3.773 -0.337
C 1.034 -2.936 3.382
C -0.279 3.265 -0.512
H 0.184 4.890 1.471
F 1.702 0.922 -0.434
H 2.658 4.735 0.019
C -0.384 4.781 -2.795
H -2.090 -1.290 2.154
H -2.589 1.698 -0.281
O -3.646 -2.482 -3.324
N -1.953 -0.816 0.129
H -7.098 -2.927 -5.307
C 0.402 1.631 2.742
H -1.364 0.764 5.429
N 0.176 0.474 2.272
C -2.610 -1.317 1.206
C -3.863 -1.857 1.080
C 0.161 -0.753 3.071
H -0.153 4.354 3.130
H -2.447 4.158 -2.951
H 1.089 0.989 4.660
H -5.334 0.450 -1.569
C 0.915 3.939 -0.959
H 2.206 -2.617 1.044
H -7.459 -0.941 -1.388
*
```

Number 1: DFT total energy -37950.1037 eV. Number 2: DFT total energy -107542.0965 eV. Number 3: DFT total energy -249898.3002 eV. Number 4: DFT total energy -167055.1834 eV. Number 5: DFT total energy -210768.1823 eV. Number 6: DFT total energy -54279.7354 eV.